DFT (the ωB97M-V functional and the def2-TZVPD basis) results for a cluster of 11 separate species, C68H168F6N8O17P3S6 in total.

Total charge: +5
E_HOMO, eV: -17.32
E_LUMO, eV: -8.91

Each line ends with the Mulliken charge.
Atoms and positions in Å:
C 0.443 7.721 -0.474  -1.454
C 0.151 6.510 0.478  0.238
C -1.305 6.622 0.946  -0.180
O -1.438 7.766 1.751  -0.416
C -2.769 8.189 2.092  -0.814
N 0.245 5.198 -0.307  1.340
H 0.034 4.414 0.295  -0.174
H -0.414 5.158 -1.072  -0.316
H 1.163 5.065 -0.705  0.503
H -0.164 7.658 -1.377  0.313
H 1.465 7.689 -0.851  0.399
H 0.466 8.631 0.126  0.453
H 0.783 6.365 1.355  0.533
H -1.610 5.716 1.470  0.226
H -1.951 6.712 0.073  0.277
H -2.800 9.118 2.661  0.335
H -3.373 7.386 2.514  0.309
H -3.480 8.494 1.324  0.322
C 1.571 7.704 -5.767  -1.510
C 2.751 7.125 -4.941  0.750
C 3.563 6.005 -5.558  -1.418
O 3.277 4.659 -5.175  0.266
C 2.285 4.033 -6.111  -1.107
N 3.710 8.251 -4.553  -0.092
H 4.378 8.107 -3.810  0.315
H 4.404 8.482 -5.249  0.345
H 3.059 8.989 -4.328  0.391
H 1.010 6.842 -6.126  0.237
H 1.994 8.053 -6.709  0.460
H 0.909 8.472 -5.367  0.470
H 2.304 6.860 -3.983  -0.176
H 4.623 6.080 -5.319  0.569
H 3.608 6.070 -6.645  0.555
H 1.593 4.657 -6.676  0.363
H 1.869 3.088 -5.762  0.192
H 2.916 3.657 -6.917  0.392
C 1.166 1.932 -2.480  -0.203
C 0.052 1.085 -1.903  1.569
C 0.611 -0.068 -0.944  -0.369
O -0.513 -0.782 -0.484  1.242
C -0.344 -1.527 0.744  -0.908
N -1.016 1.963 -1.232  2.039
H -1.780 1.348 -0.987  0.464
H -0.568 2.237 -0.370  -0.561
H -1.315 2.765 -1.768  -0.151
H 1.689 2.410 -1.651  0.045
H 0.763 2.622 -3.221  0.043
H 1.925 1.313 -2.959  -0.496
H -0.484 0.591 -2.713  -0.632
H 0.993 0.423 -0.049  -0.462
H 1.435 -0.602 -1.417  0.142
H -1.359 -1.749 1.074  0.329
H 0.093 -1.016 1.603  -0.173
H 0.303 -2.399 0.655  0.578
C -4.319 -2.157 -2.926  -1.251
C -3.062 -1.843 -3.706  0.318
C -3.072 -0.356 -4.251  -0.996
O -3.042 0.553 -3.170  -0.034
C -3.818 1.711 -3.461  -1.043
N -1.820 -2.136 -2.785  0.624
H -1.792 -1.459 -2.036  -0.565
H -1.863 -3.074 -2.414  0.520
H -0.907 -2.151 -3.217  -0.037
H -5.179 -2.053 -3.588  0.458
H -4.491 -1.544 -2.041  0.142
H -4.365 -3.162 -2.507  0.398
H -2.841 -2.426 -4.600  0.412
H -4.048 -0.257 -4.728  0.791
H -2.377 -0.062 -5.037  0.251
H -4.880 1.476 -3.537  0.477
H -3.397 2.266 -4.299  0.447
H -3.771 2.398 -2.616  0.058
C 3.909 -2.246 3.660  -1.306
C 3.130 -1.433 4.705  0.733
C 1.924 -2.179 5.309  -0.806
O 0.964 -2.553 4.320  0.409
C -0.276 -1.849 4.340  -1.016
N 4.166 -0.977 5.749  -0.077
H 4.820 -0.365 5.282  0.376
H 3.836 -0.411 6.518  0.366
H 4.765 -1.712 6.098  0.355
H 4.817 -1.737 3.336  0.583
H 3.281 -2.559 2.826  -0.034
H 4.338 -3.128 4.136  0.441
H 2.676 -0.524 4.309  -0.173
H 1.612 -1.816 6.288  0.547
H 2.323 -3.173 5.510  0.009
H -1.005 -2.202 3.611  0.097
H -0.079 -0.799 4.127  0.355
H -0.872 -2.005 5.240  0.478
C 4.111 -5.827 -0.746  -1.452
C 3.249 -5.019 0.210  0.144
C 3.141 -5.690 1.591  -1.090
C 1.807 -5.147 2.355  0.302
P 0.923 -6.247 3.523  0.773
C -0.608 -5.413 4.000  -0.398
C -1.713 -6.454 4.356  -0.944
C -3.077 -5.829 4.715  -0.972
C -3.741 -5.029 3.547  -0.626
C 0.678 -8.011 2.886  -1.423
C -0.050 -8.085 1.544  -0.318
C -0.435 -9.529 1.167  -0.954
C 0.783 -10.521 0.894  -1.123
C 1.871 -6.205 4.980  -0.939
C 1.586 -7.267 6.056  -0.450
C 2.715 -7.152 7.137  -0.565
C 3.995 -7.810 6.694  -1.155
H 3.719 -6.843 -0.802  0.393
H 5.124 -5.816 -0.345  0.383
H 4.101 -5.255 -1.674  0.333
H 2.258 -4.790 -0.182  0.371
H 3.778 -4.072 0.317  -0.186
H 4.054 -5.480 2.148  0.565
H 3.275 -6.768 1.505  0.631
H 1.054 -4.812 1.642  0.589
H 2.155 -4.281 2.918  -1.073
H -0.930 -4.870 3.111  0.435
H -0.449 -4.698 4.807  0.574
H -1.482 -7.133 5.176  0.310
H -1.790 -7.167 3.535  0.309
H -2.891 -5.333 5.668  0.447
H -3.763 -6.621 5.016  0.447
H -3.421 -3.988 3.586  0.125
H -4.784 -5.032 3.862  0.164
H -3.680 -5.520 2.576  0.283
H 0.307 -8.654 3.685  0.728
H 1.735 -8.250 2.765  0.801
H 0.613 -7.807 0.724  0.174
H -1.006 -7.579 1.407  0.387
H -1.202 -9.605 0.397  0.452
H -1.014 -9.937 1.995  0.373
H 1.528 -10.449 1.686  0.278
H 1.376 -10.199 0.038  0.314
H 0.442 -11.551 0.792  0.401
H 1.711 -5.234 5.448  0.112
H 2.874 -6.360 4.581  0.588
H 1.397 -8.263 5.654  0.347
H 0.676 -6.942 6.561  0.228
H 2.426 -7.703 8.032  0.417
H 2.882 -6.091 7.326  0.292
H 4.488 -7.179 5.955  0.261
H 3.724 -8.675 6.089  0.283
H 4.706 -7.974 7.504  0.392
C -8.460 -4.260 4.497  -1.134
C -9.410 -3.266 3.937  -0.796
C -8.624 -1.958 3.683  -0.627
C -8.164 -1.218 4.951  -0.934
P -7.716 0.552 4.747  0.845
C -6.007 0.873 4.098  -1.134
C -5.585 0.177 2.739  -0.596
C -4.152 0.462 2.231  -0.142
C -3.897 -0.181 0.837  -0.649
C -7.996 1.466 6.259  -0.792
C -9.478 1.484 6.811  -0.516
C -9.798 2.301 8.069  -0.764
C -9.669 1.495 9.386  -1.197
C -8.743 1.267 3.465  -1.557
C -8.559 2.744 3.093  -0.681
C -9.747 3.266 2.310  -0.497
C -9.586 4.653 1.626  -1.369
H -8.110 -3.907 5.467  0.344
H -7.605 -4.554 3.887  0.233
H -9.032 -5.166 4.697  0.405
H -10.244 -3.039 4.601  0.369
H -9.910 -3.621 3.036  0.400
H -9.383 -1.291 3.273  0.377
H -7.851 -2.056 2.922  0.223
H -7.349 -1.758 5.434  0.588
H -8.866 -1.185 5.785  0.612
H -5.419 0.471 4.923  0.611
H -5.798 1.939 4.012  0.594
H -6.268 0.604 2.005  0.252
H -5.742 -0.894 2.862  0.195
H -3.414 0.165 2.977  0.158
H -3.848 1.502 2.109  0.223
H -4.090 -1.230 1.061  0.479
H -2.865 -0.152 0.486  -0.549
H -4.442 0.070 -0.073  0.490
H -7.693 2.502 6.110  0.596
H -7.360 1.086 7.060  0.545
H -9.902 0.482 6.889  0.363
H -10.150 1.976 6.107  0.179
H -10.782 2.749 7.934  0.403
H -9.227 3.228 8.109  0.367
H -9.846 2.130 10.254  0.375
H -8.669 1.074 9.486  0.293
H -10.363 0.659 9.467  0.320
H -9.791 1.019 3.638  0.669
H -8.498 0.517 2.713  0.911
H -7.611 2.822 2.561  0.314
H -8.406 3.369 3.973  0.302
H -10.618 3.320 2.963  0.359
H -9.973 2.536 1.533  0.368
H -9.374 5.493 2.288  0.361
H -10.432 4.848 0.966  0.380
H -8.714 4.666 0.972  0.319
C 10.320 4.129 -2.527  -1.210
C 9.378 4.481 -3.656  -0.866
C 7.921 3.943 -3.533  0.008
C 7.859 2.432 -3.803  -1.377
P 6.352 1.874 -4.738  0.419
C 6.759 0.092 -5.107  -1.788
C 5.730 -0.676 -5.944  0.689
C 6.326 -2.015 -6.310  -0.725
C 5.455 -3.210 -6.857  -1.258
C 4.860 1.900 -3.696  -0.149
C 4.972 1.414 -2.257  -0.720
C 4.899 -0.091 -2.051  0.910
C 4.560 -0.346 -0.580  -1.350
C 6.014 2.863 -6.250  0.051
C 7.163 2.854 -7.272  -0.492
C 6.806 3.368 -8.635  -0.755
C 6.368 2.216 -9.508  -1.194
H 10.482 3.054 -2.439  0.307
H 9.980 4.638 -1.625  0.307
H 11.279 4.589 -2.766  0.403
H 9.895 4.338 -4.605  0.381
H 9.282 5.567 -3.642  0.440
H 7.224 4.483 -4.175  -0.097
H 7.565 4.161 -2.526  0.424
H 7.958 1.943 -2.834  0.823
H 8.673 2.113 -4.454  0.712
H 6.955 -0.515 -4.223  0.796
H 7.776 0.067 -5.496  0.871
H 5.344 -0.070 -6.763  0.297
H 4.829 -0.790 -5.342  -0.442
H 6.771 -2.333 -5.368  0.407
H 7.094 -1.713 -7.022  0.364
H 5.981 -4.165 -6.868  0.381
H 5.300 -2.972 -7.909  0.405
H 4.479 -3.241 -6.372  0.163
H 4.054 1.416 -4.246  -0.018
H 4.605 2.959 -3.748  0.154
H 4.203 1.971 -1.722  -0.346
H 5.906 1.888 -1.955  0.743
H 5.777 -0.688 -2.296  0.325
H 4.180 -0.493 -2.765  -0.449
H 5.498 -0.260 -0.031  0.575
H 4.210 -1.363 -0.403  0.171
H 3.759 0.277 -0.184  0.039
H 5.781 3.900 -6.010  0.066
H 5.191 2.410 -6.804  0.416
H 7.737 1.928 -7.243  0.535
H 7.801 3.655 -6.898  0.070
H 7.600 3.984 -9.058  0.468
H 6.024 4.126 -8.663  0.241
H 6.241 2.444 -10.566  0.414
H 5.355 1.956 -9.201  0.259
H 7.102 1.413 -9.439  0.295
N 0.203 2.779 1.121  -0.756
S -0.595 2.478 2.362  0.398
O -0.323 3.268 3.570  -0.664
O -1.081 1.104 2.490  0.002
F -1.965 3.261 1.850  -0.438
S 1.688 2.332 1.870  0.559
O 1.878 0.984 2.322  -0.477
O 2.430 3.413 2.479  -0.644
F 2.539 2.279 0.511  -0.300
N -1.412 4.594 -2.468  -0.542
S -0.898 4.760 -4.123  0.836
O -1.127 6.055 -4.772  -0.557
O -0.904 3.543 -4.971  -0.519
F 0.708 4.940 -3.752  -0.134
S -2.722 5.274 -2.676  0.683
O -3.676 4.829 -3.720  -0.591
O -2.667 6.709 -2.272  -0.660
F -3.319 4.624 -1.304  -0.297
N 0.799 -1.592 -3.882  0.217
S 1.914 -2.902 -4.054  0.596
O 3.308 -2.510 -3.943  -0.404
O 1.659 -4.002 -4.979  -0.528
F 1.720 -3.421 -2.538  -0.222
S 1.122 -1.060 -5.169  0.328
O 0.691 -1.835 -6.332  -0.652
O 2.232 -0.147 -5.368  -0.273
F -0.016 0.121 -5.153  -0.370

Atoms 1-6, force components in eV/Å:
C 1.449 -1.352 0.812
C -0.862 0.745 -0.819
C -0.670 0.319 -0.001
O -0.163 0.558 0.055
C -1.049 -0.225 -0.348
N 0.292 1.375 0.688